Entry 1:
A structure of composition C19H17AsF6N3O9RhS2 at a distorted geometry, computed with ωB97M-V/def2-TZVPD.

XYZ file:
```
58
C19H17AsF6N3O9RhS2 | OMol25 | ωB97M-V/def2-TZVPD
Rh -0.5303 -0.6250 0.3863
F -1.4994 -3.2048 -0.5428
C -1.4395 -3.3308 -1.8838
F -2.6506 -3.0287 -2.3613
F -1.1604 -4.5899 -2.1596
S -0.1841 -2.1464 -2.6136
O -0.4177 -0.8819 -1.9154
O -0.5159 -2.1658 -3.9939
N 1.1895 -2.7931 -2.2966
S 2.1409 -2.3775 -1.1000
O 1.4980 -1.6220 -0.0382
O 3.4166 -1.9335 -1.5295
C 2.3396 -4.0606 -0.3323
F 1.1638 -4.3611 0.2536
F 3.2821 -4.0624 0.6008
F 2.6176 -4.9853 -1.2360
O 2.1095 1.5796 2.7647
C 1.0848 0.9278 2.7522
O 0.2672 0.7611 1.7816
C 0.6873 0.2787 4.1016
C 0.8564 1.0460 5.2498
C 0.6380 0.5106 6.5054
C 0.2612 -0.8201 6.6091
C 0.0781 -1.6053 5.4881
C 0.2825 -1.0487 4.2355
N 0.0336 -1.4090 7.9313
O -0.2053 -2.6014 7.9867
O 0.0988 -0.6698 8.8948
H 1.1857 2.0695 5.1427
H 0.7680 1.0969 7.4026
H -0.2276 -2.6366 5.5937
H 0.7505 -2.5750 2.8577
C -2.8772 2.2513 0.5622
As -2.5605 0.5714 -0.3726
C -2.8276 1.1543 -2.2088
C -4.1662 -0.4818 0.1120
C -5.3891 -0.0504 -0.6313
C -6.2918 0.8440 -0.0620
C -7.4343 1.2265 -0.7490
C -7.6885 0.7177 -2.0138
C -6.7915 -0.1708 -2.5909
C -5.6477 -0.5488 -1.9080
H -3.8298 2.6810 0.2563
H -2.0658 2.9346 0.3164
H -2.8641 2.0707 1.6353
H -3.8169 1.5962 -2.3006
H -2.7139 0.3250 -2.9031
H -2.0627 1.8985 -2.4272
H -4.2656 -0.3525 1.1886
H -3.9296 -1.5266 -0.0870
H -6.1046 1.2173 0.9386
H -8.1346 1.9136 -0.2920
H -8.5870 1.0056 -2.5432
H -6.9898 -0.5815 -3.5726
H -4.9504 -1.2515 -2.3509
O -1.9000 -0.9578 2.3508
C -0.9284 -1.6651 2.2253
N 0.0632 -1.8718 3.0817
```

## Properties
Energy relative to the best compared isomer or geometry (same formula, charge and spin) in eV: 2.818
LUMO (alpha / beta) in eV: -2.45 / -2.41
Frontier orbital gap (alpha / beta) in Ha: 0.260 / 0.252
Total charge: 0
HOMO (alpha / beta) in eV: -9.5 / -9.3
Energy in eV: -144692.5782
Largest force on an atom in eV Å⁻¹: 4.47

***

Entry 2:
The ion C5H16N3 with charge +1 at a distorted geometry, computed with ωB97M-V/def2-TZVPD.

XYZ file:
```
24
C5H16N3 | OMol25 | ωB97M-V/def2-TZVPD
N -0.2288 1.7756 0.1170
C 0.4624 0.4282 -0.0391
C 0.1694 -0.4371 1.1965
C 1.3733 -1.3607 1.5517
N 2.2470 -0.9481 2.6444
C -0.0585 -0.4626 -1.3239
N -0.8037 0.2882 -2.2996
C -2.1966 0.6066 -2.0161
H 0.3909 2.5528 0.3606
H -0.6607 2.0557 -0.7719
H -0.9632 1.7591 0.8283
H 1.5367 0.6284 -0.0557
H -0.1511 0.0407 2.1465
H -0.6841 -1.0432 0.9164
H 0.9036 -2.3308 1.7533
H 1.9801 -1.3721 0.6262
H 3.0459 -1.5658 2.6461
H 1.7413 -0.7881 3.5003
H -0.5504 -1.2760 -0.8316
H 0.8612 -0.7230 -1.8431
H -0.6810 -0.0821 -3.2282
H -2.8852 -0.2464 -1.9091
H -2.3158 1.2368 -1.1133
H -2.5328 1.2638 -2.8556
```

## Properties
Energy relative to the best compared isomer or geometry (same formula, charge and spin) in eV: 2.339
LUMO in eV: -3.23
Structure (SMILES): CNC[C@@H]([NH3+])CCN
Frontier orbital gap in Ha: 0.338
Total charge: +1
HOMO in eV: -12.4
Energy in eV: -9907.3768
Largest force on an atom in eV Å⁻¹: 2.81

***

Entry 3:
A cluster of 2 separate species, C7H14N in total, computed with ωB97M-V/def2-TZVPD.

XYZ file:
```
22
C7H14N | OMol25 | ωB97M-V/def2-TZVPD
C 0.9995 -1.4656 -1.4506
C 1.3201 -0.2158 -1.7348
C 0.3228 -3.5889 -2.3763
N 0.5880 -2.3488 -2.5061
H 0.9921 -1.9316 -0.4756
H 1.3373 0.1348 -2.7604
H 1.7062 0.4417 -0.9717
H -0.0143 -4.1533 -3.2359
H 0.4674 -4.0605 -1.4123
H 0.4402 -1.9110 -3.4164
C -0.0233 0.6867 2.5546
C -0.6001 1.7304 1.7103
C -0.0773 3.0426 1.6521
C -1.7798 1.4056 0.8904
H -0.7675 0.4062 3.3119
H 0.8950 0.9852 3.0524
H 0.1565 -0.2067 1.9527
H -0.4306 3.7609 0.9222
H 0.7321 3.3492 2.3031
H -2.1682 2.2987 0.4056
H -2.5800 0.9523 1.4800
H -1.5160 0.6879 0.1048
```

## Properties
Energy relative to the best compared isomer or geometry (same formula, charge and spin) in eV: 1.112
LUMO (alpha / beta) in eV: -8.06 / -11.02
Frontier orbital gap (alpha / beta) in Ha: 0.374 / 0.265
Total charge: +2
HOMO (alpha / beta) in eV: -18.2 / -18.2
Energy in eV: -8956.0011
Spin multiplicity: 2
Largest force on an atom in eV Å⁻¹: 0.70

***

Entry 4:
The molecule C8H15NS at a distorted geometry, computed with ωB97M-V/def2-TZVPD.

XYZ file:
```
25
C8H15NS | OMol25 | ωB97M-V/def2-TZVPD
C -1.1751 0.0357 0.8156
C -2.2804 0.0941 -0.1560
C 1.2532 0.0252 0.5407
C -1.8124 -0.1316 -1.5686
C -2.9627 1.5046 0.0391
C 1.6255 1.3769 0.9506
C 1.8317 -2.4067 0.0811
C 2.2627 -0.9720 0.0431
N 0.0253 -0.3803 0.5168
S -3.3463 -1.1114 0.7770
H -1.2555 0.3851 1.8657
H -1.2232 0.7451 -1.8907
H -2.6523 -0.0654 -2.3833
H -1.3341 -1.1308 -1.5217
H -2.4902 2.2240 -0.8005
H -2.8397 1.7548 1.1186
H -4.1135 1.5269 -0.1826
H 2.5621 1.8363 0.6407
H 1.8884 1.4854 1.9595
H 0.9146 2.1787 0.8854
H 0.9440 -2.6061 0.5984
H 2.5219 -3.1214 0.5269
H 1.5695 -2.7454 -0.9286
H 2.6370 -0.4940 -0.9722
H 3.2232 -1.0114 0.5628
```

## Properties
Energy relative to the best compared isomer or geometry (same formula, charge and spin) in eV: 2.025
LUMO (alpha / beta) in eV: -0.49 / -0.48
Frontier orbital gap (alpha / beta) in Ha: 0.253 / 0.253
Total charge: 0
HOMO (alpha / beta) in eV: -7.4 / -7.4
Energy in eV: -20861.0154
Largest force on an atom in eV Å⁻¹: 2.92

***

Entry 5:
A cluster of 2 separate species, C6H8O2 in total at a distorted geometry, computed with ωB97M-V/def2-TZVPD.

XYZ file:
```
16
C6H8O2 | OMol25 | ωB97M-V/def2-TZVPD
C -0.2739 1.8840 0.7850
C -0.2984 1.7093 -0.5786
C -0.4715 0.4389 -1.1433
C -0.6159 -0.6222 -0.2692
O -0.6271 -1.9345 -0.6839
C -0.6430 -0.4610 1.1144
C -0.4295 0.7903 1.6511
H -0.1287 2.8866 1.1711
H -0.1672 2.5351 -1.2656
H -0.3691 0.2411 -2.2038
H -0.9264 -1.9993 -1.5875
H -0.6885 -1.3427 1.7385
H -0.1990 1.0250 2.6816
H 2.1402 -0.2805 -0.8321
H 1.8540 -1.4657 0.0955
O 2.5082 -1.1080 -0.5103
```

## Properties
Energy relative to the best compared isomer or geometry (same formula, charge and spin) in eV: 0.240
LUMO in eV: 0.77
Structure (SMILES): Oc1ccccc1.O
Frontier orbital gap in Ha: 0.361
Total charge: 0
HOMO in eV: -9.0
Energy in eV: -10446.4867
Largest force on an atom in eV Å⁻¹: 1.46

***

Entry 6:
A cluster of 17 separate species, C42H120B5F26N10O16S2 in total at a distorted geometry, computed with ωB97M-V/def2-TZVPD.

XYZ file:
```
221
C42H120B5F26N10O16S2 | OMol25 | ωB97M-V/def2-TZVPD
C 8.7509 3.3014 1.8293
C 8.8473 2.3760 3.0811
C 8.9635 0.9130 2.6626
O 9.2432 0.1800 3.8810
C 9.6152 -1.2166 3.5281
N 10.0822 2.5982 3.8626
H 10.3425 1.6591 4.2046
H 10.8056 2.8334 3.2359
H 9.9305 3.2956 4.6015
H 9.5422 4.0349 1.7561
H 7.7490 3.6830 1.9071
H 8.8423 2.7387 0.9526
H 7.9713 2.5666 3.7161
H 9.8620 0.8206 1.9499
H 8.0581 0.5222 2.1195
H 8.6973 -1.6945 3.1144
H 9.9388 -1.6080 4.4453
H 10.4504 -1.2467 2.8029
C -4.1467 -0.9341 -3.2883
C -4.8297 0.3349 -2.8313
C -6.3142 0.3928 -2.9404
O -6.8122 1.7619 -2.9246
C -8.2099 1.7716 -2.9905
N -4.4409 0.6177 -1.4312
H -3.5565 0.1766 -1.2229
H -4.4241 1.6137 -1.2177
H -5.0865 0.1464 -0.8017
H -4.3960 -1.1865 -4.2907
H -4.3448 -1.8096 -2.6868
H -3.0815 -0.8236 -3.2091
H -4.4797 1.1014 -3.4681
H -6.8026 -0.2449 -2.1745
H -6.5527 -0.0436 -3.9336
H -8.4179 2.8586 -2.9233
H -8.6857 1.2453 -2.1517
H -8.6767 1.3239 -3.9283
C -3.5149 -3.1313 -6.4260
C -2.1991 -2.6994 -7.0659
C -1.7527 -1.3779 -6.4708
O -0.3893 -1.1271 -6.9208
C 0.1665 0.1125 -6.4401
N -1.2862 -3.8572 -6.7299
H -0.3746 -3.8514 -7.2164
H -0.9767 -3.9174 -5.7211
H -1.7698 -4.7516 -6.8764
H -3.9144 -4.0511 -6.8379
H -4.2816 -2.3421 -6.5120
H -3.5082 -3.3886 -5.3533
H -2.2128 -2.6737 -8.1721
H -1.7435 -1.3834 -5.3536
H -2.4852 -0.5697 -6.7516
H -0.4386 0.8567 -6.8737
H 1.1379 0.2237 -6.9416
H 0.1284 0.2020 -5.3968
C -6.8284 1.9102 4.2523
C -7.3759 2.9291 3.2674
C -6.4876 4.1135 3.1340
O -6.7686 4.7750 1.8853
C -6.5363 6.2211 1.7264
N -7.4143 2.3591 1.9248
H -7.8106 1.4243 1.8251
H -7.8953 3.0661 1.2486
H -6.4587 2.2706 1.5537
H -6.6739 2.3399 5.2149
H -5.8314 1.6203 3.8942
H -7.4481 1.0051 4.3438
H -8.4016 3.2646 3.5074
H -5.4361 3.7535 3.1639
H -6.6662 4.7527 3.9884
H -7.0971 6.7587 2.3814
H -6.7717 6.4473 0.6839
H -5.4914 6.4428 1.9189
C -5.9282 3.6119 -6.6471
C -4.4895 3.7433 -6.3113
C -3.7027 4.3993 -7.5228
O -2.4178 4.8312 -6.9651
C -1.6740 5.5875 -7.9347
N -4.2452 4.6630 -5.1163
H -4.2557 4.3261 -4.1881
H -3.2483 4.9024 -5.1945
H -4.8057 5.5189 -5.1227
H -6.4819 4.4603 -6.4149
H -6.2754 2.7112 -6.2614
H -5.9713 3.3735 -7.6851
H -4.0243 2.7698 -6.0866
H -4.2350 5.3368 -7.8242
H -3.6745 3.7300 -8.3838
H -2.0504 5.3821 -8.9534
H -0.6189 5.2943 -7.8922
H -1.7750 6.6498 -7.8071
C 0.9692 -4.2286 9.6911
C 0.0229 -4.1156 8.5398
C -1.3678 -3.5691 8.8947
O -1.2871 -2.2633 9.3930
C -2.4754 -1.6505 9.8350
N 0.6078 -3.2973 7.4187
H 1.3497 -3.7611 6.8676
H -0.0583 -2.9736 6.7007
H 1.0155 -2.4724 7.7604
H 1.7130 -4.9869 9.5597
H 0.3623 -4.2730 10.5880
H 1.3355 -3.1974 9.9192
H -0.2268 -5.1249 8.2143
H -1.8344 -4.2912 9.5802
H -2.0110 -3.5603 8.0226
H -3.3997 -2.0158 9.2763
H -2.3202 -0.5977 9.6978
H -2.7475 -1.8317 10.9105
C 4.7133 -1.7759 -3.8165
C 4.9138 -1.7955 -2.2507
C 6.3518 -1.6200 -1.8422
O 6.8215 -0.3696 -2.2924
C 8.1306 -0.0654 -1.8260
N 4.1559 -0.5776 -1.5590
H 3.1639 -0.6506 -1.5651
H 4.5528 -0.4291 -0.6146
H 4.4073 0.2882 -2.0481
H 5.3576 -2.5704 -4.1391
H 5.0425 -0.8045 -4.2198
H 3.6812 -1.9269 -4.1037
H 4.5305 -2.7304 -1.7917
H 6.8809 -2.4832 -2.3351
H 6.5506 -1.6502 -0.7791
H 8.6114 0.7534 -2.3954
H 8.7431 -0.9558 -1.9696
H 8.1517 0.0937 -0.7784
C 2.5819 -4.3723 -0.0415
C 1.5928 -5.5613 0.0283
C 2.1248 -6.7599 0.7489
O 1.0589 -7.6751 0.7453
C 1.5065 -8.9175 0.2534
N 0.2563 -5.1459 0.6709
H 0.4719 -5.0014 1.6394
H -0.1255 -4.3900 0.1509
H -0.3218 -5.9903 0.5972
H 3.3090 -4.6457 -0.8307
H 3.0857 -4.2827 0.9149
H 2.0565 -3.4937 -0.2933
H 1.3757 -5.9050 -0.9748
H 2.5446 -6.5858 1.7363
H 3.0280 -7.1881 0.1940
H 0.6076 -9.5743 0.1786
H 2.1340 -9.3676 1.0309
H 1.9031 -8.8741 -0.7410
C -0.2418 4.1292 -2.1698
C 0.7354 4.3022 -0.9484
C 0.0608 3.9024 0.3142
O 0.9037 3.9994 1.4757
C 0.2563 3.6389 2.7758
N 1.9768 3.3972 -1.1029
H 2.6604 3.5768 -1.9025
H 2.4368 3.2846 -0.2343
H 1.6671 2.4075 -1.2778
H -1.1420 4.6745 -1.8954
H -0.4054 3.0860 -2.4549
H 0.1595 4.5891 -3.0617
H 1.1389 5.2920 -0.7986
H -0.3555 2.8383 0.1207
H -0.8325 4.6064 0.3626
H -0.5142 4.3625 2.9450
H 0.9919 3.6093 3.5934
H -0.0781 2.6130 2.5947
C 3.7155 -0.2018 5.0653
C 2.3000 -0.4795 4.5064
C 1.1933 0.5566 4.6692
O -0.0337 0.0601 5.2525
C -1.1415 -0.0626 4.3660
N 2.5345 -0.9891 3.0604
H 1.6580 -1.2598 2.6017
H 3.0657 -0.2716 2.5784
H 3.0852 -1.8209 3.1355
H 3.7788 -0.7891 6.0342
H 3.9617 0.8328 5.1778
H 4.3730 -0.6019 4.3826
H 1.9199 -1.4005 4.9707
H 1.0774 1.0705 3.7472
H 1.6969 1.2786 5.4191
H -2.0281 0.0327 4.9610
H -1.1933 -1.0770 3.8810
H -1.1462 0.7426 3.6548
B 5.2091 0.3491 1.7111
F 6.0437 1.0333 2.6654
F 5.1298 -0.9872 2.0262
F 3.9299 0.8916 1.8884
F 5.6671 0.5209 0.4712
B -4.4902 4.5803 -1.6854
F -3.3739 4.5036 -2.6246
F -4.5295 3.2965 -1.0778
F -4.2710 5.5231 -0.7409
F -5.6251 4.8089 -2.5487
B 2.9922 2.1001 -3.9304
F 3.6764 1.3464 -4.8587
F 3.3369 1.6223 -2.5922
F 3.3931 3.4193 -3.8078
F 1.5814 2.0874 -4.1110
B -5.6595 -0.4324 1.5214
F -4.9412 0.8338 1.6148
F -5.8576 -0.8487 2.7724
F -6.8385 -0.0852 0.8124
F -4.9390 -1.3131 0.6891
B 1.4017 -4.2982 3.8272
F 1.6513 -4.1458 5.1682
F 2.5182 -4.2046 3.0535
F 0.7756 -5.5320 3.7523
F 0.6252 -3.2218 3.3478
C 0.8793 -2.9163 -3.2833
F 1.6720 -2.5725 -2.2769
F 0.5646 -1.7780 -3.8763
F 1.6145 -3.6297 -4.1086
S -0.6803 -3.8035 -2.8218
O -1.5857 -2.8302 -2.2480
O -1.1156 -4.4226 -4.0760
O -0.1545 -4.6972 -1.8771
C -1.1134 -0.2486 -0.1093
F -1.4030 -0.4458 -1.4298
F -1.8767 0.8598 0.2377
F -1.5584 -1.2717 0.5758
S 0.6969 -0.0106 0.1278
O 0.6833 0.7700 1.3683
O 1.1929 -1.3858 0.3274
O 1.1924 0.7397 -1.0041
```

## Properties
LUMO in eV: -4.61
Frontier orbital gap in Ha: 0.359
Total charge: +3
HOMO in eV: -14.4
Energy in eV: -188877.1497
Largest force on an atom in eV Å⁻¹: 3.56

***

Entry 7:
A structure of composition C12H9NO7PbS5 at a distorted geometry, computed with ωB97M-V/def2-TZVPD.

XYZ file:
```
35
C12H9NO7PbS5 | OMol25 | ωB97M-V/def2-TZVPD
Pb -0.5495 -0.3263 2.0153
O 3.5982 4.7047 1.8970
C 2.8288 3.5709 1.9285
C 2.9442 2.5102 2.8295
C 2.0838 1.4245 2.6696
N 1.1789 1.3694 1.7051
C 1.0868 2.3561 0.8327
C 1.9738 3.4420 0.8275
C 0.0554 2.1310 -0.2850
O 0.0059 2.9732 -1.1929
O -0.6623 1.0730 -0.2568
C 2.1454 0.2331 3.5743
O 3.1928 0.1184 4.2065
O 1.0942 -0.5496 3.5034
H 4.2678 4.8265 2.6194
H 3.7411 2.4255 3.5696
H 1.9516 4.1536 -0.0170
O -1.0315 -7.1371 -0.5073
C -0.9836 -5.9946 -0.0834
S -2.4496 -5.2108 0.6137
C -1.7003 -3.7088 1.0656
C -0.3476 -3.5440 0.5942
S 0.6264 -2.1625 0.2856
S 0.4470 -4.9519 -0.0886
S -2.5878 -2.5937 2.0208
C -3.0556 -1.1739 -3.8856
S -1.6795 -0.6059 -2.7804
C -1.9604 1.1915 -2.8976
O -0.4759 -0.8960 -3.5669
H -2.6495 -1.1061 -4.9262
H -4.0359 -0.6942 -3.6789
H -3.1488 -2.2641 -3.7134
H -1.8570 1.3645 -3.9764
H -1.0821 1.6816 -2.4204
H -2.9652 1.3700 -2.4817
```

## Properties
Energy relative to the best compared isomer or geometry (same formula, charge and spin) in eV: 0.000
LUMO in eV: 3.86
Frontier orbital gap in Ha: 0.162
Total charge: -2
HOMO in eV: -0.6
Energy in eV: -87839.7125
Largest force on an atom in eV Å⁻¹: 3.98